<w>
Molecular formula: C4H7N2O2
Method: DFT, ωB97M-V/def2-TZVPD

Calculated values
- charge = -1
- LUMO level (eV) = 4.18
- HOMO (eV) = -4.3886
- gap between HOMO and LUMO (eV) = 8.57

Each atom is followed by the atoms it is bonded to, with distances in Å.
Atoms and positions in Å:
1 C 1.217 1.570 -0.134  C2 1.333, N4 1.411, H5 1.099
2 C 2.412 2.143 0.011  C1 1.333, H6 1.085, H7 1.080
3 C -0.795 1.363 -1.169  N4 1.279, H8 1.086, H9 1.097
4 N 0.388 1.844 -1.242  C1 1.411, C3 1.279
5 H 0.806 0.839 0.576  C1 1.099
6 H 2.750 2.867 -0.722  C2 1.085
7 H 3.039 1.893 0.854  C2 1.080
8 H -1.391 1.375 -2.077  C3 1.086
9 H -1.171 1.045 -0.188  C3 1.097
10 N -1.136 -2.657 1.313  C11 1.418, H14 1.003, H15 1.004
11 C -0.702 -1.569 0.512  N10 1.418, O12 1.245, O13 1.263
12 O -0.380 -1.837 -0.660  C11 1.245
13 O -0.693 -0.442 1.083  C11 1.263
14 H -1.711 -2.430 2.103  N10 1.003
15 H -1.409 -3.469 0.788  N10 1.004


<x>
Molecular formula: C4H7N2O2
Method: DFT, ωB97M-V/def2-TZVPD

Calculated values
- charge = -1
- LUMO level (eV) = 4.21
- HOMO (eV) = -4.2458
- gap between HOMO and LUMO (eV) = 8.45

Each atom is followed by the atoms it is bonded to, with distances in Å.
Atoms and positions in Å:
1 N 0.088 3.204 -0.477  C2 1.435, H5 1.008, H6 1.009
2 C -0.022 1.781 -0.325  N1 1.435, O3 1.253, O4 1.250
3 O 0.008 1.369 0.858  C2 1.253
4 O -0.097 1.123 -1.385  C2 1.250
5 H -0.362 3.749 0.242  N1 1.008
6 H -0.137 3.510 -1.412  N1 1.009
7 C 0.458 -2.429 0.363  C8 1.332, N10 1.398, H11 1.090
8 C 1.459 -1.583 0.119  C7 1.332, H12 1.083, H13 1.081
9 C -1.448 -1.176 0.294  N10 1.267, H14 1.090, H15 1.092
10 N -0.860 -2.240 -0.063  C7 1.398, C9 1.267
11 H 0.670 -3.358 0.893  C7 1.090
12 H 1.299 -0.784 -0.595  C8 1.083
13 H 2.423 -1.687 0.595  C8 1.081
14 H -2.435 -1.003 -0.133  C9 1.090
15 H -1.043 -0.475 1.028  C9 1.092


Most stable: <w>. Least stable: <x>.